(1)
C11H22Cl3IrO4P2 | ωB97M-V with the def2-TZVPD basis set

```
43
Properties=species:S:1:pos:R:3:forces:R:3:nbo_charge:R:1
H -0.305742 -1.035164 -4.177305 0.0 0.1 0.5 0.2930
O 0.439730 0.067088 2.414872 -1.6 0.0 0.0 -0.2305
C 1.009939 -0.054519 -2.768582 2.9 -0.3 -0.7 0.4006
C 0.295354 -0.119640 -4.109254 0.1 0.1 -0.6 -0.7541
C 1.906276 0.085624 -0.096702 4.8 0.2 0.6 0.5763
O 2.230272 -0.069593 -2.514911 -4.1 0.1 -1.5 -0.3066
H -2.160345 -2.403202 0.038894 0.1 -0.4 0.2 0.2837
H 1.119869 -2.394207 2.353396 0.3 -0.3 -0.3 0.2643
H -0.133194 -3.078596 -2.150311 0.1 0.0 0.1 0.2654
Cl -2.519940 -1.401737 4.084764 0.3 0.2 -0.5 0.0957
C -1.621991 2.891026 0.456521 0.2 -0.5 0.1 -0.9547
H 1.108744 2.538173 -2.236855 0.0 0.2 0.1 0.2429
P 0.030603 2.288978 -0.053197 -0.8 2.1 -0.4 1.1504
H 0.927850 -0.108199 -5.009378 0.4 0.0 0.6 0.2812
H 0.973520 2.688848 2.114113 0.1 0.2 -0.2 0.2646
C -1.523510 0.031032 3.802489 0.7 0.1 1.3 -0.3443
H 1.566571 -2.588596 -1.909624 0.0 -0.2 0.1 0.2481
H 2.435686 -2.598668 1.139693 -0.3 -0.2 0.2 0.2663
C 1.404759 -2.884140 1.407575 0.0 0.6 -0.1 -0.9466
H 0.645663 4.111348 -1.574092 -0.1 0.0 0.1 0.2830
H 1.100124 4.170329 1.105182 -0.1 -0.5 -0.2 0.2883
P 0.239118 -2.288027 0.117414 -0.5 -1.7 -0.4 1.1341
H -1.725902 3.971641 0.283113 0.2 -0.3 0.0 0.2781
Cl -2.440867 1.524279 4.075810 0.3 -0.3 -0.5 0.0890
H -0.586593 3.034921 -2.281790 0.0 0.0 0.1 0.2719
H -1.536310 -2.839330 1.654440 -0.1 -0.1 -0.3 0.2633
H -1.447731 -4.049933 0.314976 0.1 0.3 0.1 0.2782
H -0.410526 0.716474 -4.221698 0.1 -0.2 0.5 0.2902
O 3.064695 0.140137 0.105650 -5.6 -0.3 -0.4 -0.4014
C 0.328995 3.071424 -1.685285 0.1 -0.3 -0.1 -0.9603
H 1.335845 -3.985264 1.516036 -0.1 0.6 -0.2 0.2885
C -1.396207 -2.982522 0.574500 0.2 0.5 0.0 -0.9545
C 1.203655 3.071874 1.111266 0.2 -0.6 0.1 -0.9529
H 1.001085 -4.150537 -1.267372 -0.1 0.0 0.0 0.2814
H -0.722109 0.007761 4.564261 -0.5 0.0 -0.4 0.2640
C 0.717533 -3.114011 -1.463444 0.0 0.4 0.4 -0.9501
O -1.547766 -0.019729 1.356795 1.4 0.1 2.0 -0.5652
Cl -2.281155 -0.062502 -1.051864 0.9 -0.1 -1.7 -0.3359
H 2.239024 2.801596 0.862136 -0.2 0.1 0.1 0.2648
H -2.371873 2.324288 -0.109926 0.1 0.3 0.2 0.2833
H -1.752834 2.661496 1.521370 -0.1 0.2 -0.2 0.2612
Ir 0.030860 0.000588 -0.682248 0.8 -0.2 1.5 0.4889
C -0.871186 0.029204 2.388559 -0.4 -0.1 -0.2 0.7163
```
Positions in Å, forces in eV/Å.

As for the spin multiplicity: 5. The total charge is +2. The value obtained for the total energy is -78918.8156 eV. The value obtained for the strongest force on any atom is 0.10839 Eh/bohr.



(2)
C11H22Cl4FO9Pd | ωB97M-V with the def2-TZVPD basis set

```
48
Properties=species:S:1:pos:R:3:forces:R:3:nbo_charge:R:1
H 14.403361 16.182978 -22.193858 0.0 -0.3 -0.6 0.1966
H -2.601480 26.851232 -28.948248 -0.3 -0.2 0.2 0.2045
H 13.644500 17.699187 -22.519386 -0.1 0.4 1.1 0.1867
H 3.250573 9.476078 -20.429524 0.2 -0.1 0.1 0.1866
O -1.413352 23.274938 -28.153531 -0.6 2.1 2.4 -0.6426
O -2.094056 25.425229 -27.610003 0.4 -1.5 1.1 -0.4989
H 9.156878 18.048583 -22.266681 0.2 -0.2 0.0 0.1950
O -1.413520 24.140631 -25.967047 -1.5 0.5 -2.4 -0.4916
H -0.851191 22.113081 -26.087084 0.0 0.3 -0.1 0.2030
O 5.395030 12.572102 -18.897534 0.1 0.4 -0.6 -0.4957
H 2.278791 18.974077 -19.839833 0.1 0.1 0.3 0.2134
O 10.876416 17.194823 -22.906730 1.7 -1.6 -0.7 -0.5288
C 3.205596 19.022926 -19.268201 0.6 0.5 -1.2 -0.4062
C 11.544575 16.426614 -23.853691 0.4 0.3 -0.1 0.9941
Cl 3.941619 20.645942 -19.579036 -0.3 -0.6 0.0 -0.0452
Cl 4.842117 22.732308 -27.567017 -0.5 0.1 0.6 -0.0270
C 4.374692 11.920707 -19.447351 -0.9 0.4 -0.6 0.9998
H 3.733098 21.800981 -29.357024 0.3 -0.3 -0.2 0.2267
H 2.334491 10.578437 -19.372902 -0.5 -0.5 -0.3 0.1908
Cl 2.936812 18.767280 -17.592076 -0.3 -0.2 0.9 0.0200
C 3.146654 9.852524 -19.411881 -1.0 1.0 -0.2 -0.2515
O 11.172039 15.994950 -24.931054 -0.1 1.1 2.3 -0.5967
C -1.636752 24.167116 -27.322102 0.4 -0.1 -1.4 0.9882
C 4.375047 21.368138 -28.589785 -0.7 0.6 0.0 -0.4170
O 4.268103 10.615793 -18.996391 1.1 1.6 -0.4 -0.5240
H 12.938690 16.399258 -21.368654 -0.6 0.5 -0.2 0.1871
H 6.602980 11.000949 -18.377746 0.2 0.0 0.2 0.1973
C 6.302538 11.966326 -17.970445 -0.8 -1.2 0.4 -0.2552
C -2.424357 25.775756 -28.939628 0.4 -0.2 -1.1 -0.2569
C -0.762997 23.009633 -25.473476 1.2 -0.2 0.9 -0.2628
C 13.426300 16.651929 -22.310195 1.2 1.3 1.4 -0.2497
O 3.643261 12.527947 -20.241418 1.1 -2.1 1.6 -0.6612
F 2.588089 17.006295 -24.670952 0.0 0.0 0.0 -0.0004
H 3.910156 18.273176 -19.628137 -0.1 0.2 0.0 0.2180
H 8.939915 16.833949 -23.567922 0.1 -0.1 0.1 0.1883
H 3.825636 20.577868 -28.078183 0.2 0.4 0.3 0.2135
H 0.263975 23.356668 -25.359391 0.4 -0.7 -0.1 0.1862
H 9.639160 18.423050 -23.921305 -0.2 0.0 -0.1 0.1861
H -1.608782 25.587560 -29.637848 0.3 -0.1 0.2 0.1898
Cl 5.834497 20.702688 -29.217278 0.7 -0.8 -0.8 0.0041
H -1.105276 22.818586 -24.456397 -0.4 0.0 -0.2 0.1901
H 7.184811 12.567640 -17.751093 -0.4 0.4 -0.5 0.2117
C 9.578602 17.627058 -23.179132 -0.8 0.6 -0.8 -0.2504
H -3.250555 25.205662 -29.364489 -0.3 0.1 0.5 0.1908
H 2.949566 9.053872 -18.696740 0.4 0.1 -0.1 0.2092
H 5.719574 11.820374 -17.061078 0.4 -0.2 0.2 0.1924
Pd 0.647539 14.006884 -24.036752 0.1 0.0 0.1 1.0003
O 12.815821 16.220644 -23.447111 -1.6 -2.0 -2.5 -0.5084
```
Positions in Å, forces in eV/Å.

The value obtained for the energy above the lowest of the compared OMol25 structures with the same formula, charge and spin is 118.9 kcal per mole. As for the spin multiplicity: 3. The total charge is +1. The value obtained for the strongest force on any atom is 0.07014 Eh/bohr.



(3)
C11H22ClN3OP | ωB97M-V with the def2-TZVPD basis set

```
39
Properties=species:S:1:pos:R:3:forces:R:3:nbo_charge:R:1
H 2.227367 2.078605 -3.895202 0.0 0.0 0.0 0.2155
C 1.557775 4.113617 -1.253920 0.1 0.1 0.0 0.3006
H 1.558979 4.405086 -3.309853 0.0 0.0 0.0 0.2560
H -0.609198 2.258353 -0.450368 0.0 0.0 0.0 0.2076
N -0.273373 -4.929972 1.181415 -0.3 0.0 0.1 -0.8456
C 2.416208 2.453847 -2.888316 0.1 0.0 0.0 -0.3766
C 0.793631 1.902015 1.933063 0.0 0.1 0.0 -0.5286
H -4.069119 -2.907321 0.793876 0.0 -0.1 0.0 0.3024
C 0.776455 0.443512 2.033622 0.2 0.0 0.1 0.3635
H -1.382363 0.924918 0.411876 0.0 0.0 0.0 0.1753
O -3.204435 -5.019253 -0.604262 0.1 0.0 -0.1 -0.4887
H -1.803287 -1.520238 0.567953 -0.1 0.0 0.0 0.0548
H -1.216279 -2.616277 2.439606 0.0 0.2 0.0 0.0714
C 3.864397 2.908631 -2.765690 0.0 0.0 0.0 -0.6156
H -2.211818 2.474064 0.253860 0.0 0.0 0.0 0.2291
C -1.238454 2.009750 0.406311 0.0 0.0 0.0 -0.6012
H 0.214786 -4.657923 2.026224 0.2 0.0 -0.1 0.3835
C -3.344679 -3.565191 1.281119 0.0 0.0 0.0 -0.8337
H -3.604203 -3.671814 2.332376 0.0 0.1 0.0 0.2956
H 0.356788 -3.186226 0.030644 0.0 0.0 0.1 0.2454
C -0.505133 -3.818206 0.284339 0.3 0.2 -0.1 -0.5156
H 0.386613 3.228730 -2.730002 0.0 0.0 0.0 0.2458
C 1.413057 3.580149 -2.609752 0.0 -0.1 0.0 -0.5159
N 1.718226 4.539355 -0.199024 -0.1 -0.2 0.1 -0.3542
P -1.706216 -2.783741 1.147292 0.1 -0.2 0.1 1.0718
C -0.603879 2.487130 1.705152 -0.1 0.0 -0.1 -0.3837
Cl -3.740200 -6.255183 1.599150 0.0 0.0 0.0 0.0349
C -3.379993 -4.911272 0.561666 -0.1 0.1 0.1 0.5354
H 1.227854 2.288665 2.856116 0.0 0.0 0.0 0.2702
H 2.226176 1.626483 -2.199765 0.0 0.0 0.0 0.1966
N 0.784588 -0.700071 2.149994 -0.4 -0.2 -0.2 -0.4428
H -1.246104 2.234831 2.551364 0.0 0.0 0.0 0.2065
H -0.969452 -4.151313 -0.646459 0.0 0.0 0.1 0.2735
H 4.090032 3.246455 -1.753304 0.0 0.0 0.0 0.2161
H 1.459394 2.188143 1.116460 0.0 0.0 0.0 0.2700
H 4.545552 2.092517 -3.003753 0.0 0.0 0.0 0.2225
H -0.506362 3.572283 1.687409 0.1 0.0 0.0 0.2402
H 4.075666 3.731362 -3.450557 0.0 0.0 0.0 0.2125
H 0.218481 -5.693480 0.736037 -0.1 0.0 0.0 0.4054
```
Positions in Å, forces in eV/Å.

The value obtained for the energy above the lowest of the compared OMol25 structures with the same formula, charge and spin is 0.0 kcal per mole. The total charge is +1. The value obtained for the strongest force on any atom is 0.00914 Eh/bohr.